Record 1
Computed, not measured: a 2-piece molecular cluster, CH2N5O overall at a distorted geometry, with wB97M-V/def2-TZVPD.

Output
total charge: -1
energy relative to the best compared isomer or geometry (same formula, charge and spin): 332.6 kJ/mol

Last column: Löwdin charge in e.
Element x y z (Å)
O (-1.188, -0.901, 0.488)  -0.2461
N (0.717, 1.109, 0.405)  -0.0494
N (1.764, -0.838, -0.050)  -0.0588
N (2.050, 1.266, 0.375)  -0.1560
N (-2.209, -0.415, -0.269)  -0.0742
N (2.638, 0.112, 0.098)  -0.1773
C (0.630, -0.157, 0.188)  -0.2956
H (-2.173, 0.497, -0.029)  0.0150
H (-2.228, -0.674, -1.207)  0.0424

Record 2
Computed, not measured: a 3-piece molecular cluster, CH2NO2S2 overall at a distorted geometry, with wB97M-V/def2-TZVPD.

Output
total charge: -1
energy relative to the best compared isomer or geometry (same formula, charge and spin): 94.0 kJ/mol

Last column: Löwdin charge in e.
Element x y z (Å)
S (-1.684, -0.706, 0.466)  0.5335
S (5.363, -0.392, -0.024)  0.5644
O (-0.198, -0.576, 0.366)  -0.6740
O (-2.179, -1.638, -0.579)  -0.6474
N (2.599, -0.331, 0.134)  0.1813
C (3.793, -0.352, 0.081)  -0.9049
H (1.584, -0.318, 0.086)  0.0251
H (-2.256, 0.940, -0.266)  -0.0780

Record 3
Computed, not measured: an isolated ion of composition CH2NO3P and charge -2 at a distorted geometry, with wB97M-V/def2-TZVPD.

Output
total charge: -2
SMILES string: [H]/N=C/P(=O)([O-])[O-]
energy relative to the best compared isomer or geometry (same formula, charge and spin): 152.9 kJ/mol

Last column: Löwdin charge in e.
Element x y z (Å)
P (1.178, 0.197, 0.175)  0.1137
O (1.862, -1.170, 0.344)  -0.5403
O (1.054, 0.659, -1.411)  -0.6012
O (1.621, 1.135, 1.290)  -0.5332
N (-1.467, -0.990, 0.028)  -0.0675
C (-0.731, 0.077, 0.169)  -0.3286
H (-1.068, 0.896, -0.380)  -0.0015
H (-2.448, -0.803, -0.215)  -0.0414

Record 4
Computed, not measured: a 2-piece molecular cluster, CH2NO3PS overall at a distorted geometry, with wB97M-V/def2-TZVPD.

Output
total charge: -2
energy relative to the best compared isomer or geometry (same formula, charge and spin): 59.1 kJ/mol

Last column: Löwdin charge in e.
Element x y z (Å)
S (-1.044, -0.953, 0.431)  -0.1511
P (0.931, 2.529, -0.332)  0.1067
O (2.342, 2.408, 0.143)  -0.4079
O (0.554, 3.736, -1.131)  -0.4096
O (0.428, 1.203, -1.099)  -0.2891
N (-0.710, 2.745, 2.098)  0.0298
C (-0.119, 2.515, 1.140)  -0.3041
H (0.006, 0.508, -0.514)  -0.1590
H (0.028, -1.670, 0.055)  -0.4156

Record 5
Computed, not measured: an isolated ion of composition CH2NO3S and charge -1 at a distorted geometry, with wB97M-V/def2-TZVPD.

Output
total charge: -1
energy relative to the best compared isomer or geometry (same formula, charge and spin): 269.6 kJ/mol

Last column: Löwdin charge in e.
Element x y z (Å)
S (-1.864, -0.175, -0.023)  0.7479
O (-1.285, -1.012, 1.023)  -0.5325
O (-2.042, -0.906, -1.323)  -0.5525
O (-0.517, 1.399, -0.264)  -0.4478
N (0.801, 1.329, 0.141)  -0.1493
C (1.393, 0.170, 0.144)  -0.1328
H (1.121, -0.879, -0.150)  0.0641
H (2.392, 0.073, 0.452)  0.0030

Record 6
Computed, not measured: a 2-piece molecular cluster, CH2NO3S overall at a distorted geometry, with wB97M-V/def2-TZVPD.

Output
total charge: -1
energy relative to the best compared isomer or geometry (same formula, charge and spin): 782.6 kJ/mol

Last column: Löwdin charge in e.
Element x y z (Å)
S (-2.075, -0.165, 0.207)  0.6462
O (0.086, 3.003, -0.117)  -0.4528
O (1.829, -0.117, -0.155)  -0.0123
O (0.559, -2.051, 0.147)  -0.0010
N (0.685, -0.520, -0.038)  -0.3436
C (-0.474, 0.004, -0.005)  -0.5857
H (-0.280, -2.306, -0.086)  -0.0102
H (-0.330, 2.153, 0.046)  -0.2406

Record 7
Computed, not measured: an isolated ion of composition CH2NO3S and charge -1 at a distorted geometry, with wB97M-V/def2-TZVPD.

Output
total charge: -1
energy relative to the best compared isomer or geometry (same formula, charge and spin): 265.9 kJ/mol

Last column: Löwdin charge in e.
Element x y z (Å)
S (3.948, -0.008, -0.332)  0.7017
O (3.846, -1.465, -0.283)  -0.5360
O (4.080, 0.540, 1.008)  -0.5196
O (2.252, 0.920, -0.844)  -0.4640
N (1.045, 0.694, -0.166)  -0.1296
C (0.857, -0.533, 0.283)  -0.0856
H (-0.174, -0.657, 0.715)  0.0571
H (1.584, -1.201, 0.104)  -0.0239

Record 8
Computed, not measured: CH2NOP in the gas phase at a distorted geometry, with wB97M-V/def2-TZVPD.

Output
total charge: 0
SMILES string: O=C=NP
energy relative to the best compared isomer or geometry (same formula, charge and spin): 61.8 kJ/mol

Last column: Löwdin charge in e.
Element x y z (Å)
P (0.267, 1.195, -0.387)  0.6833
O (0.531, -2.524, 0.797)  0.1648
N (-0.088, -0.351, -0.038)  -0.3022
C (0.399, -1.466, 0.346)  -0.3391
H (-0.348, 1.604, 0.777)  -0.1318
H (-0.761, 1.541, -1.496)  -0.0750

Q: Among the records above, which one has the highest energy relative to the best compared isomer or geometry (same formula, charge and spin)?
A: number 6

Q: Look up the energy relative to the best compared isomer or geometry (same formula, charge and spin) of the first one.
A: 332.6 kJ/mol

Q: Among the records above, which one has the highest total charge?
A: CH2NOP